No. 1
Entry from the Open Molecules 2025 dataset: a 13-piece molecular cluster, C19H64O17 overall (ωB97M-V/def2-TZVPD).

Geometry as ORCA input:
```
! RIJCOSX wB97M-V def2-TZVPD def2/J DEFGRID3
* xyz 0 1
C -2.317 -4.220 0.000
C -1.730 -4.067 1.381
O -0.300 -4.142 1.443
O -2.122 -3.062 -0.832
H -3.338 -4.528 0.225
H -1.798 -5.064 -0.454
H -2.119 -4.889 1.983
H -2.064 -3.171 1.904
H 0.039 -3.601 2.160
H -2.909 -2.534 -0.682
C -2.489 1.515 3.228
C -3.821 1.465 2.377
O -4.612 2.589 2.499
O -2.737 1.363 4.571
H -2.081 2.514 3.077
H -1.727 0.795 2.928
H -4.391 0.547 2.521
H -3.523 1.400 1.330
H -5.483 2.477 2.111
H -3.538 1.874 4.705
C 5.205 2.593 1.905
C 3.793 1.870 1.908
O 3.249 2.056 3.158
O 5.783 2.419 0.645
H 5.819 2.117 2.670
H 5.112 3.668 2.062
H 4.086 0.840 1.704
H 3.172 2.105 1.043
H 3.789 1.685 3.860
H 5.236 2.839 -0.022
C 2.427 -4.936 -0.342
C 2.177 -6.314 0.349
O 1.421 -6.150 1.567
O 1.194 -4.429 -0.911
H 3.136 -5.161 -1.139
H 2.785 -4.157 0.331
H 3.114 -6.824 0.573
H 1.645 -7.013 -0.295
H 0.568 -5.768 1.345
H 0.647 -3.930 -0.300
C 2.744 3.925 -1.309
O 4.026 4.229 -0.716
H 2.373 4.673 -2.011
H 2.780 2.901 -1.680
H 2.062 4.018 -0.464
H 4.370 5.074 -1.015
C -4.655 -0.661 -0.781
O -4.050 -1.380 0.320
H -3.861 -0.163 -1.337
H -5.113 -1.355 -1.487
H -5.410 0.077 -0.509
H -4.682 -1.953 0.761
C 0.057 4.862 1.820
O -0.715 5.133 0.680
H 0.862 5.590 1.921
H -0.638 4.904 2.659
H 0.507 3.872 1.748
H -0.133 5.462 -0.009
C 1.152 -1.526 3.614
O 0.062 -2.485 3.623
H 0.916 -0.671 2.982
H 1.178 -1.128 4.628
H 2.083 -1.986 3.282
H -0.686 -2.187 4.146
C 3.251 -2.840 -3.215
O 4.404 -2.245 -3.825
H 3.449 -3.033 -2.161
H 2.502 -2.048 -3.234
H 2.944 -3.726 -3.770
H 4.966 -2.994 -4.035
C -1.015 -0.808 -4.117
O -1.714 0.242 -3.483
H -0.060 -0.968 -3.616
H -1.612 -1.719 -4.064
H -0.898 -0.659 -5.190
H -1.615 0.162 -2.532
C 0.214 3.558 -3.565
O 0.668 2.300 -3.925
H -0.631 3.946 -4.134
H 0.032 3.522 -2.491
H 1.017 4.238 -3.849
H -0.073 1.707 -3.784
C -3.710 2.839 -1.485
O -4.605 3.553 -2.312
H -3.270 2.000 -2.024
H -2.866 3.408 -1.095
H -4.345 2.439 -0.695
H -4.095 3.915 -3.041
C 0.791 -1.088 -0.099
C -0.322 -0.098 0.048
C 0.056 1.350 -0.201
O -1.281 -0.496 -0.919
H 1.233 -1.034 -1.093
H 0.428 -2.096 0.107
H 1.553 -0.859 0.646
H -0.727 -0.205 1.054
H 0.707 1.687 0.606
H -0.854 1.922 -0.018
H 0.491 1.536 -1.182
H -1.542 -1.406 -0.759
*
```

- Kohn-Sham gap: 9.4 eV
- E_tot: -55542.0041 eV
- Highest occupied orbital energy: -9.354 eV
- Strongest force on any atom: 3.5 eV Å⁻¹

---

No. 2
Entry from the Open Molecules 2025 dataset: a 12-piece molecular cluster, C19H67BIN25O12P overall (ωB97M-V/def2-TZVPD).

Geometry as ORCA input:
```
! RIJCOSX wB97M-V def2-TZVPD def2/J DEFGRID3
* xyz -1 1
C -6.189 -2.014 1.686
C -5.667 -2.469 0.338
C -6.275 -3.766 -0.122
N -4.833 -1.839 -0.361
P -3.107 -1.484 0.160
I -2.363 -3.919 -0.569
C -3.435 0.382 0.618
C -3.688 1.260 -0.619
C -2.428 1.996 -1.124
C -2.252 2.081 -2.634
C -2.197 0.758 -3.387
N -3.522 0.303 -3.822
B -1.243 -1.286 0.718
N -0.140 -0.933 -0.135
O -0.946 -1.504 2.093
H -6.346 -2.880 2.326
H -5.483 -1.368 2.192
H -7.143 -1.525 1.514
H -5.615 -4.547 0.259
H -7.270 -3.925 0.290
H -6.265 -3.829 -1.201
H -3.413 -1.932 1.500
H -2.807 -1.094 -1.178
H -2.598 0.819 1.172
H -4.324 0.464 1.239
H -4.414 2.026 -0.340
H -4.163 0.694 -1.412
H -1.561 1.569 -0.633
H -2.496 3.027 -0.771
H -1.340 2.626 -2.858
H -3.102 2.630 -3.042
H -1.716 -0.022 -2.814
H -1.566 0.919 -4.267
H -3.530 -0.705 -3.892
H -3.733 0.688 -4.731
H 0.285 -0.030 0.021
H -0.357 -1.067 -1.113
H -0.583 -2.397 2.131
C 1.080 4.164 -1.006
O 0.601 3.063 -1.159
N 2.196 4.587 -1.689
N 0.542 5.080 -0.136
H 2.607 5.493 -1.576
H 2.608 3.937 -2.330
H -0.275 4.795 0.371
H 0.917 5.997 0.010
C 2.514 -1.351 4.107
O 2.429 -2.573 3.999
N 1.706 -0.482 3.460
N 3.452 -0.776 4.920
H 1.799 0.510 3.571
H 0.982 -0.841 2.848
H 4.065 -1.391 5.418
H 3.542 0.221 5.032
C -2.671 -3.542 -5.886
O -2.670 -3.039 -4.782
N -3.111 -2.842 -6.986
N -2.235 -4.813 -6.125
H -3.118 -3.201 -7.922
H -3.436 -1.910 -6.815
H -1.906 -5.334 -5.334
H -2.209 -5.225 -7.038
C 3.662 2.692 6.781
O 3.525 2.300 5.629
N 4.015 1.884 7.814
N 3.465 3.999 7.130
H 4.116 2.234 8.754
H 4.167 0.914 7.614
H 3.199 4.636 6.404
H 3.576 4.326 8.073
C -0.067 -2.002 -8.603
O -0.583 -3.083 -8.862
N 1.077 -1.587 -9.245
N -0.549 -1.120 -7.694
H 1.522 -0.710 -9.051
H 1.474 -2.206 -9.924
H -1.382 -1.374 -7.193
H -0.112 -0.231 -7.507
C 0.213 2.865 -7.054
O 0.354 1.652 -7.113
N 1.267 3.724 -7.129
N -1.013 3.444 -6.906
H 1.180 4.722 -7.097
H 2.177 3.320 -7.239
H -1.805 2.833 -6.835
H -1.152 4.434 -6.850
C 4.094 -5.238 1.583
O 3.320 -4.856 0.735
N 5.142 -6.088 1.280
N 4.015 -4.874 2.901
H 5.800 -6.421 1.957
H 5.232 -6.376 0.325
H 3.275 -4.250 3.196
H 4.669 -5.197 3.586
C 5.108 4.337 10.858
O 4.509 3.552 10.137
N 4.464 5.329 11.537
N 6.458 4.272 11.033
H 4.931 5.984 12.134
H 3.469 5.391 11.427
H 6.950 3.550 10.541
H 6.972 4.901 11.619
C 1.913 -5.457 7.284
O 1.501 -5.493 8.432
N 1.900 -4.333 6.519
N 2.432 -6.569 6.665
H 2.242 -4.286 5.574
H 1.516 -3.499 6.922
H 2.453 -7.419 7.192
H 2.762 -6.568 5.718
C 2.378 5.595 -10.392
O 1.860 5.971 -9.356
N 3.692 5.217 -10.458
N 1.685 5.519 -11.569
H 4.137 4.901 -11.298
H 4.225 5.261 -9.611
H 0.719 5.785 -11.549
H 2.089 5.209 -12.431
C -3.961 -1.691 5.163
O -4.536 -2.765 5.148
N -2.805 -1.444 4.494
N -4.458 -0.621 5.881
H -2.334 -0.560 4.507
H -2.404 -2.179 3.941
H -5.312 -0.766 6.382
H -4.015 0.276 5.911
*
```

- Kohn-Sham gap: 4.0 eV
- E_tot: -100691.1544 eV
- Highest occupied orbital energy: -2.890 eV
- Strongest force on any atom: 3.6 eV Å⁻¹

---

- Number 2 is which compound?
  C19H67BIN25O12P